# C32H29BF2IN4O5W

C32H29BF2IN4O5W as an isolated structure (ωB97M-V/def2-TZVPD, the OMol25 dataset).

Atoms and positions in Å:
W1 0.09949 -0.88147 -0.10985
O1 -0.58064 -6.56019 4.08319
C1 0.36950 -6.42931 3.29686
O2 1.37626 -7.12885 3.08525
C2 0.27587 -5.18086 2.37800
C3 1.11819 -5.03772 1.28299
C4 1.07865 -3.87930 0.53419
N1 0.28514 -2.85267 0.86222
C5 -0.56797 -3.00206 1.89589
C6 -0.61851 -4.14887 2.65320
C7 -1.37848 -1.77541 2.23630
O3 -2.23158 -1.77637 3.08607
O4 -1.02673 -0.69903 1.54500
H1 1.80819 -5.83697 1.05099
H2 1.70359 -3.74179 -0.33997
H3 -1.31332 -4.24243 3.47596
C8 1.54817 -1.16180 3.06368
N2 1.92538 -0.34428 1.89697
C9 3.25077 -0.80800 1.46965
C10 2.07317 1.06400 2.36413
C11 0.80249 1.86818 2.40523
C12 -0.02694 1.77104 3.51820
C13 -1.21761 2.47254 3.58457
C14 -1.57370 3.32431 2.54838
C15 -0.72942 3.46414 1.46205
C16 0.45879 2.73337 1.36142
H4 2.26306 -0.98756 3.87775
H5 1.57675 -2.21785 2.81403
H6 0.55705 -0.89415 3.41498
H7 3.95230 -0.80985 2.31399
H8 3.63886 -0.14292 0.70438
H9 3.18047 -1.82192 1.07682
H10 2.79998 1.55083 1.72077
H11 2.50755 1.03610 3.37140
H12 0.25896 1.12786 4.34194
H13 -1.86535 2.35406 4.44331
H14 -2.50057 3.88166 2.59424
H15 -0.99265 4.14648 0.66257
I1 -1.77415 -4.35232 -2.63773
C17 0.93607 -1.59422 -1.88729
C18 1.15627 -2.14002 -3.14343
C19 2.39090 -1.89794 -3.72190
C20 3.34551 -1.12309 -3.05993
C21 3.05568 -0.61909 -1.80829
N3 1.87948 -0.90466 -1.24982
H16 0.38788 -2.73313 -3.62066
H17 2.61553 -2.30143 -4.70144
H18 4.30403 -0.91044 -3.51161
H19 3.75017 0.00463 -1.26485
F1 2.34723 2.18912 -0.28903
B1 1.31680 2.96093 0.08348
F2 1.18248 4.08783 -0.61686
C22 -3.26705 -0.59733 -2.29588
C23 -2.96444 -1.04828 -0.88539
O5 -1.67297 -1.69992 -0.80744
H20 -4.24461 -0.11044 -2.31547
H21 -3.28699 -1.45208 -2.97164
H22 -2.51619 0.11398 -2.63825
H23 -3.69424 -1.77647 -0.52964
H24 -2.92098 -0.21956 -0.18168
H25 -1.65160 -2.54078 -1.39155
N4 -2.80173 7.61388 -4.77662
C24 -2.46768 6.65655 -4.23444
C25 -2.04906 5.46124 -3.55547
C26 -0.78829 4.92164 -3.80934
C27 -0.38565 3.77598 -3.15375
C28 -1.23145 3.14776 -2.23270
C29 -2.49566 3.69591 -1.99034
C30 -2.90314 4.84226 -2.64484
C31 -0.80729 1.96883 -1.54856
C32 -0.45376 0.91841 -1.03286
H26 -0.13227 5.40685 -4.51921
H27 0.59194 3.35287 -3.34001
H28 -3.15462 3.20585 -1.28564
H29 -3.88131 5.26375 -2.45668

Its net charge is -1. The value obtained for the LUMO energy (spin up / spin down) is 1.5 / 0.7 eV. For the energy relative to the best compared isomer or geometry (same formula, charge and spin), the calculation gives 0.363 eV. Its multiplicity is 3. The value obtained for the gap between HOMO and LUMO (spin up / spin down) is 7.06 / 6.28 eV.